Entry 1:
Density functional theory data (the ωB97M-V functional and the def2-TZVPD basis) for a 9-piece molecular cluster, C34H93N7O10 overall at a distorted geometry.

Geometry as XYZ:
```
144
Properties=species:S:1:pos:R:3:forces:R:3:lowdin_charge:R:1
C -0.71559 3.35866 -2.17019 0.9 0.0 -0.2 -0.12
O -1.23779 3.91662 -0.99763 -1.6 -0.8 1.1 -0.17
C -2.19944 3.03598 -0.34501 -0.7 0.6 0.6 -0.18
C -3.11875 3.85243 0.61595 -0.4 0.7 -1.2 -0.23
N -2.53468 4.65593 1.63880 1.3 0.1 2.2 -0.06
C -2.01509 3.83061 2.77099 1.3 0.2 -1.1 -0.17
C -1.06675 4.54696 3.76842 0.9 0.4 0.1 -0.15
O 0.34087 4.50847 3.36308 -2.5 -1.5 -2.2 -0.23
C 1.35942 4.91208 4.17428 0.4 0.6 0.3 -0.15
H -0.15497 4.12471 -2.70588 -0.1 0.3 0.1 0.09
H -1.47528 2.97613 -2.85183 -0.2 -0.2 0.1 0.08
H 0.01554 2.59134 -1.91570 -0.1 -0.5 -0.2 0.08
H -1.81138 2.17285 0.19584 1.1 0.1 0.2 0.10
H -2.84971 2.51213 -1.04560 -0.1 0.4 -0.7 0.09
H -3.91467 3.28885 1.10277 0.2 -0.7 -0.2 0.09
H -3.67288 4.59159 0.03744 0.0 -0.2 -0.6 0.11
H -1.71679 5.12896 1.28186 0.0 0.3 -0.3 0.10
H -1.37004 3.08180 2.31133 0.3 -0.5 0.2 0.08
H -2.82216 3.24671 3.21348 -0.2 0.5 0.4 0.11
H -1.13728 4.05433 4.73819 -0.2 0.1 0.2 0.10
H -1.24351 5.61885 3.85734 -0.7 0.0 0.2 0.12
H 1.64663 4.14258 4.89086 0.1 0.0 0.3 0.08
H 1.14394 5.85194 4.68254 0.0 0.2 0.3 0.09
H 2.17087 5.10068 3.47138 0.4 0.0 0.3 0.09
C 0.91780 -3.36638 3.22062 0.0 -0.3 1.1 -0.09
C 1.67905 -4.11715 2.18809 -0.5 1.0 -0.7 -0.43
C 1.51719 -5.63489 2.32673 0.0 1.0 -1.3 -0.19
O 2.02746 -6.18124 1.12390 1.0 0.0 0.7 -0.20
C 2.01733 -7.57980 1.08626 0.4 -0.1 -0.8 -0.12
N 1.23744 -3.54332 0.89833 0.9 -0.8 -0.4 0.07
H 0.97380 -2.28793 3.07262 -0.1 -0.1 -0.1 0.07
H 1.42951 -3.59454 4.15560 -0.6 0.1 0.6 0.08
H -0.11204 -3.72314 3.20463 -0.2 0.3 0.4 0.08
H 2.69927 -3.76981 2.35115 0.4 -0.6 -0.4 0.14
H 0.45625 -5.88481 2.32093 -0.4 0.0 0.6 0.13
H 2.01066 -5.98721 3.23252 0.1 -0.3 0.0 0.13
H 2.42031 -8.07968 1.96707 -0.4 0.2 0.5 0.09
H 2.72755 -7.87593 0.31425 -0.2 0.0 -0.3 0.08
H 1.01824 -7.90945 0.80121 -0.1 -0.5 0.3 0.09
H 1.90435 -3.84740 0.20345 0.6 0.3 -0.4 0.04
H 0.46680 -4.06176 0.50155 -0.9 -0.1 0.5 0.08
C -5.20130 0.53836 0.11784 0.7 0.8 -3.2 -0.09
C -5.35533 0.16764 1.50245 -0.2 0.2 1.0 -0.47
C -4.05658 -0.39740 2.15182 -2.2 -0.1 -0.8 -0.18
O -3.96121 -1.69049 1.58970 0.6 1.1 -0.4 -0.20
C -2.82926 -2.40152 2.04070 -0.9 -0.5 -0.7 -0.10
N -5.74623 1.37181 2.20011 0.0 0.1 1.7 0.04
H -4.61137 1.44462 -0.01922 0.8 -0.2 0.3 0.06
H -6.10475 0.90962 -0.36594 -0.6 -0.5 0.2 0.09
H -4.80018 -0.25147 -0.51728 0.1 0.0 0.0 0.09
H -6.20458 -0.51450 1.54190 0.4 -0.9 0.3 0.14
H -4.15412 -0.43680 3.23673 -0.1 -0.1 0.3 0.12
H -3.26240 0.31715 1.93552 0.5 -0.2 -0.3 0.12
H -2.73556 -3.21652 1.32300 0.1 -0.3 0.3 0.09
H -3.14365 -2.77365 3.01578 1.0 -0.2 0.4 0.10
H -1.90273 -1.83370 1.95572 0.0 0.1 0.6 0.07
H -6.16943 0.95142 3.01513 -0.1 0.8 0.8 0.07
H -6.51281 1.86080 1.76041 0.0 0.0 -0.5 0.08
C -4.00902 1.51615 -4.30846 -0.1 -0.6 0.1 -0.06
C -3.24261 0.89968 -5.49522 -0.2 -0.5 1.1 -0.43
C -3.27920 -0.68993 -5.50544 1.4 2.6 0.6 -0.14
O -2.69871 -1.09085 -4.27678 -0.5 0.6 -0.4 -0.24
C -2.78549 -2.45909 -4.13493 0.1 -1.1 0.7 -0.11
N -3.84278 1.37129 -6.69753 -0.6 0.4 -2.0 0.02
H -3.99974 2.60417 -4.37352 -0.1 0.0 -0.1 0.08
H -3.62830 1.25013 -3.32236 0.4 -0.1 -0.1 0.06
H -5.03776 1.15588 -4.30787 -0.2 0.2 -0.2 0.08
H -2.23268 1.30594 -5.43947 0.6 -0.7 0.3 0.13
H -2.58203 -1.04490 -6.26441 -0.4 -0.1 -0.6 0.12
H -4.29862 -1.05129 -5.64074 0.0 -0.1 0.0 0.13
H -3.83019 -2.77001 -4.14147 -0.1 -0.2 0.2 0.10
H -2.31093 -2.69700 -3.18294 -0.2 -0.3 0.0 0.08
H -2.26553 -3.02729 -4.90622 0.2 0.1 -0.3 0.10
H -3.28965 1.12563 -7.50611 0.1 -1.0 -0.2 0.07
H -3.75287 2.36882 -6.82775 -0.4 0.5 0.9 0.08
C 1.05607 -1.08980 -4.87663 0.4 -0.7 -1.0 -0.04
C 2.22940 -0.52369 -4.11795 0.2 2.0 0.6 -0.42
C 2.44319 0.97237 -4.41635 -0.4 0.4 -1.1 -0.21
O 3.36953 1.64619 -3.60584 1.3 -0.5 0.7 -0.21
C 4.74768 1.31554 -3.86010 -0.3 0.7 -0.3 -0.07
N 1.89791 -0.54724 -2.70693 0.2 -1.2 0.5 0.07
H 1.22428 -1.14142 -5.95234 0.3 0.0 -0.1 0.08
H 0.11955 -0.53868 -4.79108 0.1 0.2 0.6 0.07
H 0.91357 -2.11683 -4.54049 -0.3 0.0 0.1 0.08
H 3.18860 -1.02440 -4.24952 -0.2 -0.5 -0.5 0.11
H 1.49588 1.47383 -4.21822 -0.2 0.0 0.1 0.13
H 2.68377 1.21693 -5.45096 0.1 -0.4 -0.5 0.12
H 4.95944 0.24640 -3.87407 -0.2 -0.1 0.0 0.08
H 5.40854 1.80154 -3.14235 -0.5 -0.2 0.5 0.07
H 5.07383 1.77463 -4.79335 -0.2 -0.3 -0.5 0.09
H 0.91529 -0.32212 -2.64478 -0.3 0.2 0.5 0.04
H 2.44260 0.15888 -2.23279 0.0 0.1 0.4 0.08
C 3.95960 3.38972 -0.94355 0.1 -0.8 -1.1 -0.06
C 4.15488 2.90202 0.49970 0.3 -0.2 -0.3 -0.38
C 4.67421 1.39123 0.68130 -1.5 0.1 -0.6 -0.13
O 3.57151 0.47365 0.50753 -0.8 0.8 0.3 -0.24
C 3.80406 -0.93133 0.62418 0.7 1.1 -0.5 -0.09
N 5.13034 3.79354 1.13116 0.3 -0.4 0.0 0.02
H 3.09756 2.95833 -1.45237 0.0 -0.5 0.2 0.06
H 4.82363 3.15639 -1.56573 0.2 -0.4 0.1 0.06
H 3.83178 4.44425 -1.18794 0.0 0.4 1.2 0.08
H 3.19417 3.03212 0.99791 -0.3 -0.7 0.2 0.12
H 5.10026 1.26546 1.67667 0.0 0.2 0.3 0.11
H 5.44363 1.10122 -0.03424 0.3 0.4 -0.2 0.12
H 4.54122 -1.13605 -0.15222 0.3 -0.7 0.2 0.08
H 2.89825 -1.49883 0.41077 -0.2 0.4 0.0 0.05
H 4.14949 -1.20819 1.62023 0.3 0.0 0.1 0.09
H 4.73458 4.72244 1.15580 0.1 0.2 0.0 0.07
H 5.27191 3.50095 2.08743 0.1 0.1 0.2 0.06
C -1.27265 -1.03011 5.67914 0.9 0.5 -0.1 -0.06
C -0.30803 0.10857 6.08874 -1.7 -0.4 -0.9 -0.40
C -0.00898 1.08184 4.88043 1.0 -0.5 1.4 -0.19
O 0.62609 0.33106 3.87594 -0.9 -0.5 -0.4 -0.20
C 0.92768 1.02421 2.65841 0.6 0.2 1.7 -0.06
N -0.86525 0.69780 7.30798 1.2 0.4 0.2 0.03
H -1.46257 -1.66131 6.54726 -0.1 0.1 0.0 0.07
H -0.81664 -1.63433 4.89488 -0.2 0.0 -0.1 0.05
H -2.19606 -0.56935 5.32826 -0.2 -0.2 -0.1 0.07
H 0.62940 -0.34840 6.40576 0.2 0.1 -0.2 0.14
H 0.71421 1.79802 5.27054 0.4 0.4 0.2 0.11
H -0.82405 1.72555 4.54971 -0.7 -0.5 -0.2 0.11
H 1.38330 1.96007 2.98195 0.3 0.3 -0.4 0.08
H 0.05666 1.29059 2.05969 -0.1 -0.4 -0.1 0.07
H 1.68039 0.38781 2.19308 -0.4 0.3 -0.6 0.08
H -0.11500 1.25740 7.68754 -0.1 0.3 0.5 0.06
H -1.67907 1.29435 7.26413 -0.2 -0.1 -0.7 0.07
C 3.98062 -4.91929 -2.70121 0.1 -0.5 -0.9 -0.07
C 3.45093 -3.58146 -2.34333 1.4 0.9 1.0 -0.38
O 2.13502 -3.56032 -1.99932 -3.3 -1.2 -0.1 -0.10
H 3.63950 -5.15986 -3.70813 -0.4 -0.6 0.1 0.08
H 3.70081 -5.65818 -1.95031 -0.1 -0.1 -0.2 0.08
H 5.06364 -4.93905 -2.82281 0.1 0.3 0.4 0.08
H 3.52920 -2.84703 -3.14494 1.1 0.1 0.0 0.10
H 3.86035 -3.28678 -1.37708 1.6 0.6 -0.4 0.10
H 1.91067 -2.62703 -1.98410 -0.5 0.7 0.0 0.04
C -0.20247 -0.56418 -0.06844 0.6 -0.4 0.5 -0.09
C -1.30677 -0.95990 -1.01349 0.4 1.6 -0.3 -0.25
O -1.00081 -0.25980 -2.24203 -0.3 -0.4 0.5 -0.11
H 0.75734 -1.02862 -0.29465 -0.2 -0.4 0.2 0.05
H -0.51654 -0.75887 0.95701 0.4 -0.4 0.0 0.05
H 0.03807 0.49895 -0.06885 -0.5 0.2 -0.5 0.07
H -2.21271 -0.56468 -0.55395 -0.5 0.0 -0.3 0.09
H -1.46238 -2.02230 -1.20107 0.4 -0.1 0.2 0.11
H -1.55824 -0.60344 -2.94401 -0.3 0.2 -0.4 0.03
```
Positions in Å, forces in eV/Å.

Summary:
* total energy: -67664.46432 eV
* net charge: 0
* HOMO: -8.51 eV
* frontier orbital gap: 9.17 eV
* max |F|: 0.070 hartree/bohr
* ΔE to the lowest compared entry with this formula, charge and spin: 16.4 kcal per mole

Entry 2:
Density functional theory data (the ωB97M-V functional and the def2-TZVPD basis) for a 9-piece molecular cluster, C34H93N7O11 overall at a distorted geometry.

Geometry as XYZ:
```
145
Properties=species:S:1:pos:R:3:forces:R:3:lowdin_charge:R:1
C 7.42719 0.72523 -18.40677 -0.2 -1.0 0.0 -0.12
O 7.00299 1.02796 -19.74111 0.2 0.7 0.2 -0.14
H 6.74518 -0.05944 -18.06439 0.3 0.1 0.5 0.08
H 8.43122 0.31349 -18.43561 -0.1 -0.1 -0.2 0.04
H 7.47405 1.54913 -17.68964 -0.3 0.3 -0.3 0.09
H 6.12917 1.42682 -19.67343 0.0 0.0 -0.2 0.09
C 10.12294 0.86440 -20.75445 -0.4 0.4 0.3 -0.14
O 9.56025 2.11138 -20.36718 0.1 0.3 0.0 -0.14
H 11.19676 1.00278 -20.88033 0.0 0.1 -0.1 0.06
H 9.97472 0.13351 -19.95673 0.0 -0.3 -0.2 0.05
H 9.68002 0.52447 -21.69423 0.1 -0.2 0.0 0.06
H 8.59437 2.02230 -20.29784 0.3 -0.2 -0.1 0.05
C 14.35636 -0.57248 -19.65567 0.1 0.9 0.5 -0.11
O 15.17346 -1.69902 -19.85639 -0.1 -0.2 0.0 -0.18
C 14.78980 -2.77205 -19.01366 -1.4 -0.4 -0.2 -0.23
C 15.03227 -4.09289 -19.73789 1.4 -0.2 0.1 -0.18
N 16.37494 -4.13575 -20.38843 -1.2 -0.2 0.0 -0.06
C 17.41066 -4.44109 -19.39418 -0.1 0.4 -0.9 -0.21
C 18.81288 -4.59717 -19.96520 0.3 0.3 0.1 -0.22
O 19.38290 -3.34657 -20.34959 -0.3 -0.1 0.0 -0.19
C 19.08674 -2.98627 -21.68714 0.3 0.0 0.1 -0.11
H 13.31204 -0.65970 -19.97475 0.1 -0.5 -0.1 0.07
H 14.76982 0.29255 -20.17580 0.3 -0.4 -0.1 0.06
H 14.34306 -0.31277 -18.58878 0.0 0.1 0.0 0.10
H 13.70966 -2.68586 -18.84115 -0.1 -0.1 -0.1 0.09
H 15.19591 -2.74648 -17.99710 0.7 0.3 -0.2 0.12
H 14.25959 -4.28104 -20.48046 0.0 0.1 -0.1 0.11
H 15.05924 -4.91167 -19.01658 -0.5 0.0 0.0 0.11
H 16.43059 -3.20240 -20.77986 0.7 0.0 0.0 0.07
H 17.10838 -5.39643 -18.96196 0.1 0.1 0.3 0.12
H 17.44131 -3.63347 -18.65492 0.2 -0.3 0.4 0.12
H 18.90824 -5.30542 -20.79384 -0.5 0.0 -0.1 0.12
H 19.45507 -5.00493 -19.18179 0.0 0.2 0.1 0.12
H 19.46084 -1.97624 -21.84393 0.1 0.0 0.0 0.09
H 18.02160 -2.99543 -21.91052 -0.1 -0.1 0.0 0.07
H 19.59387 -3.66825 -22.37731 0.0 0.0 -0.1 0.09
C 10.40141 -8.43315 -21.22208 0.6 -0.7 0.7 -0.12
O 11.62151 -8.27796 -21.91158 0.1 0.9 -0.2 -0.18
C 11.47718 -8.26936 -23.31632 -0.1 -1.2 -0.4 -0.24
C 10.65600 -7.18066 -23.94641 0.1 0.8 -0.3 -0.22
N 11.44835 -5.94505 -24.08193 -0.3 -0.7 0.0 -0.06
C 10.63482 -4.80460 -24.47809 0.8 1.0 1.5 -0.21
C 11.35718 -3.51889 -23.99752 -0.5 -1.0 -0.4 -0.23
O 11.32605 -3.38583 -22.59318 -0.3 0.0 -0.1 -0.19
C 12.16356 -2.34273 -22.09892 -0.6 -1.2 0.4 -0.09
H 9.76458 -7.54797 -21.18696 0.0 0.0 -0.3 0.08
H 10.69880 -8.66412 -20.19648 -0.1 0.1 0.0 0.09
H 9.87453 -9.32345 -21.58285 -0.3 0.2 -0.2 0.09
H 11.07602 -9.25571 -23.60119 -0.3 0.1 0.0 0.12
H 12.45354 -8.24020 -23.80534 0.2 0.2 0.5 0.13
H 9.73185 -6.93490 -23.40317 -0.1 -0.4 0.0 0.11
H 10.37936 -7.55684 -24.93595 -0.1 0.2 0.0 0.12
H 11.77538 -5.76920 -23.13319 0.1 0.3 -0.2 0.11
H 9.65584 -4.84860 -23.98474 -0.2 0.2 -0.3 0.11
H 10.53930 -4.64823 -25.55299 -0.1 -0.6 -0.1 0.11
H 10.83615 -2.70790 -24.51194 0.4 0.5 0.2 0.10
H 12.40149 -3.67128 -24.29143 0.1 0.5 -0.3 0.12
H 12.28451 -2.60582 -21.04797 0.3 0.3 0.1 0.07
H 11.66868 -1.36941 -22.12848 0.2 0.1 -0.4 0.08
H 13.11953 -2.40159 -22.62174 0.1 0.5 0.1 0.09
C 12.22303 4.89692 -16.33151 0.4 0.9 -0.5 -0.06
C 10.71191 4.80202 -16.28590 -0.4 -0.6 2.1 -0.41
C 10.08494 4.48969 -17.62903 0.3 0.2 -0.3 -0.20
O 9.91875 5.71777 -18.33567 -0.6 -0.8 0.2 -0.17
C 9.30411 5.45905 -19.57637 0.6 1.0 -1.3 -0.12
N 10.33855 3.76400 -15.29001 0.0 -0.9 -0.6 0.02
H 12.47688 5.67699 -17.05233 0.1 -0.2 -0.1 0.06
H 12.70908 3.96780 -16.63201 -0.2 -0.1 -0.1 0.08
H 12.73313 5.24135 -15.42890 -0.5 -0.2 0.4 0.08
H 10.25828 5.69218 -15.83495 0.3 0.6 -1.0 0.14
H 9.13010 3.95147 -17.55979 -0.1 0.2 0.3 0.12
H 10.72093 3.81338 -18.22037 0.1 0.0 0.1 0.11
H 9.97277 4.89911 -20.23775 -0.2 -0.4 0.2 0.06
H 9.18356 6.41656 -20.09451 -0.1 0.1 0.3 0.09
H 8.31631 4.98924 -19.57984 0.1 -0.2 0.6 0.09
H 10.81306 3.90562 -14.40934 0.1 0.1 0.0 0.06
H 9.34172 3.78902 -15.11089 0.0 0.0 0.0 0.06
C 11.39041 1.56583 -24.89642 0.5 -1.3 0.1 -0.06
C 12.61097 1.73301 -23.96591 -0.9 0.2 -1.9 -0.42
C 13.60051 0.59300 -24.18776 -0.9 0.0 0.3 -0.23
O 14.07505 0.61325 -25.50836 0.3 0.3 0.1 -0.19
C 14.95937 -0.45574 -25.78890 -0.4 0.4 0.0 -0.10
N 13.14061 3.09924 -24.15188 1.2 -0.3 1.6 0.05
H 11.15073 0.49811 -24.99818 -0.1 0.0 0.4 0.06
H 11.61778 1.81818 -25.93139 -0.2 0.8 0.1 0.08
H 10.54062 2.03190 -24.40604 -0.1 0.5 -0.6 0.07
H 12.15293 1.67234 -22.97939 0.7 0.1 0.4 0.10
H 12.99562 -0.31464 -24.04403 0.4 -0.2 0.2 0.10
H 14.40292 0.62267 -23.43890 0.2 0.0 -0.1 0.13
H 14.43296 -1.40713 -25.64839 0.2 -0.1 -0.1 0.08
H 15.84383 -0.42890 -25.14244 0.0 0.0 0.0 0.09
H 15.25725 -0.30400 -26.82499 0.1 -0.3 0.0 0.09
H 13.82221 3.19962 -24.90394 -0.6 -0.6 -0.5 0.07
H 13.78597 3.12817 -23.35292 -0.3 0.8 0.1 0.05
C 11.33577 0.40544 -17.35193 -1.9 -0.7 0.3 -0.04
C 11.28381 -1.13450 -17.11639 1.4 2.0 0.1 -0.42
C 10.28659 -1.53874 -16.05674 -0.1 -0.2 -0.3 -0.20
O 8.98403 -1.16484 -16.47745 0.1 -0.5 -0.2 -0.20
C 7.98481 -1.71330 -15.65713 -0.7 0.0 0.0 -0.11
N 11.22154 -1.81568 -18.40904 -0.5 -0.3 0.4 0.06
H 11.36096 0.92628 -16.39244 0.7 0.1 -0.1 0.08
H 10.36537 0.74843 -17.72640 0.2 0.0 -0.5 0.05
H 12.12270 0.62354 -18.06441 0.1 0.3 0.2 0.05
H 12.28684 -1.22453 -16.68226 0.0 -1.0 0.0 0.13
H 10.50762 -1.07875 -15.08839 0.1 0.1 0.0 0.13
H 10.36922 -2.62800 -15.94404 -0.3 -0.1 0.1 0.12
H 7.01232 -1.66107 -16.15229 0.1 0.4 -0.2 0.08
H 7.90250 -1.15141 -14.72320 0.1 -0.2 0.2 0.09
H 8.09644 -2.78583 -15.46805 0.5 0.0 0.2 0.09
H 10.24095 -1.81813 -18.68746 0.1 0.0 -0.2 0.07
H 11.45775 -2.79954 -18.30144 0.0 0.0 0.0 0.07
C 7.95784 0.47122 -24.38976 1.3 -1.5 0.2 -0.06
C 6.86054 -0.50458 -23.98192 -1.7 0.7 -1.1 -0.44
C 7.30647 -1.93909 -23.71669 0.7 -0.2 2.5 -0.21
O 8.34842 -2.44958 -24.50310 0.1 0.3 -0.2 -0.20
C 8.12180 -2.49325 -25.89404 -0.3 0.0 -0.1 -0.10
N 6.16416 0.18763 -22.88113 0.5 -0.8 0.7 0.04
H 8.71172 0.48789 -23.59227 -0.2 0.2 0.2 0.06
H 7.65464 1.49515 -24.56463 -0.4 -0.1 -0.2 0.09
H 8.54715 0.03286 -25.20042 -0.2 0.5 -0.3 0.06
H 6.12497 -0.63399 -24.78859 0.0 0.6 -0.1 0.13
H 6.51813 -2.68738 -23.54332 -0.6 0.3 -1.0 0.13
H 7.67440 -1.95527 -22.67434 0.6 0.2 -0.2 0.12
H 7.79005 -1.54505 -26.33060 0.1 0.1 0.2 0.08
H 7.35237 -3.22580 -26.16410 0.2 -0.2 0.1 0.09
H 9.08495 -2.74431 -26.33419 -0.1 -0.2 -0.2 0.08
H 5.31246 -0.25425 -22.54363 0.1 -0.2 -0.4 0.07
H 6.81981 0.10829 -22.10012 -0.3 0.4 0.2 0.05
C 13.64395 5.33129 -19.64945 0.6 0.8 -1.0 -0.04
C 13.69554 4.03125 -20.47179 -1.5 0.4 0.9 -0.41
C 13.98999 2.80461 -19.60571 0.8 -0.1 -2.1 -0.21
O 15.22027 2.89920 -18.93365 -0.5 -0.1 1.0 -0.19
C 16.40657 2.82506 -19.69584 -0.2 0.4 0.5 -0.09
N 12.37714 3.79358 -21.09533 0.1 -0.2 0.4 0.06
H 14.50846 5.49879 -19.00506 0.1 -0.1 -0.1 0.08
H 12.74635 5.53946 -19.06979 -0.2 -0.8 0.0 0.05
H 13.61596 6.12396 -20.40807 0.3 0.2 0.2 0.08
H 14.39501 4.11353 -21.30410 0.3 0.1 0.2 0.12
H 14.06027 1.97320 -20.32428 -0.4 0.0 0.2 0.09
H 13.14535 2.60327 -18.94750 0.3 0.1 0.5 0.12
H 16.65834 1.80960 -20.01374 -0.2 0.0 -0.1 0.08
H 17.15412 3.16710 -18.98006 0.3 -0.1 -0.3 0.09
H 16.39121 3.51505 -20.54299 0.1 -0.1 -0.1 0.08
H 12.10004 4.60110 -21.64538 0.1 -0.1 -0.2 0.08
H 11.71313 3.77300 -20.32328 -0.2 -0.2 -0.2 0.03
```
Positions in Å, forces in eV/Å.

Summary:
* total energy: -69711.75261 eV
* net charge: 0
* HOMO: -8.63 eV
* frontier orbital gap: 8.96 eV
* max |F|: 0.050 hartree/bohr
* ΔE to the lowest compared entry with this formula, charge and spin: 0.0 kcal per mole

Which value of max |F| does entry 1 give?
0.070 hartree/bohr